(one)
Molecular formula: C3H6N2O
Method: DFT, the ωB97M-V functional and the def2-TZVPD basis

Values from the calculation:
frontier orbital gap	8.911	eV
HOMO level	-8.997	eV
SMILES string	C/C=N\C(N)=O

Positions of all 12 atoms, in Å:
1 C -1.01 -1.27 0.31
2 C 1.45 0.56 -0.04
3 O 2.52 0.64 0.50
4 C -0.33 -0.47 -0.75
5 H -2.02 -0.87 0.48
6 H -1.13 -2.30 -0.06
7 H 0.29 1.81 1.15
8 N 0.98 -0.35 -0.91
9 H -0.44 -1.28 1.24
10 H 0.27 2.28 -0.47
11 N 0.36 1.51 0.18
12 H -0.94 -0.26 -1.64

Atom charges from the Mulliken analysis, given in e for atoms 1 to 5: number 1, C, carries -1.00; number 2, C, carries 0.46; number 3, O, carries -0.59; number 4, C, carries 0.31; number 5, H, carries 0.28



(two)
Molecular formula: C3H6N2O
Method: DFT, the ωB97M-V functional and the def2-TZVPD basis

Values from the calculation:
frontier orbital gap	10.152	eV
HOMO level	-9.484	eV
SMILES string	N[C@@H]1CNC1=O

Positions of all 12 atoms, in Å:
1 N -1.39 0.55 0.00
2 C -0.05 0.76 0.33
3 H -1.85 -1.68 0.20
4 H 1.98 -1.75 -0.17
5 H 1.85 -0.02 -0.40
6 C -1.12 -0.92 -0.21
7 H 0.16 -1.11 1.76
8 H -2.04 0.68 -0.98
9 O 0.80 1.65 -0.09
10 N 1.41 -0.93 -0.35
11 H -0.82 -1.10 -1.40
12 C 0.20 -0.77 0.57

Atom charges from the Mulliken analysis, given in e for atoms 1 to 5: number 1, N, carries -0.39; number 2, C, carries 0.35; number 3, H, carries 0.26; number 4, H, carries 0.20; number 5, H, carries 0.22



The energy of each structure relative to the most stable one, in eV, is as follows: (one) 0.000; (two) 1.387.



(one)
Molecular formula: C3H6N2O
Method: DFT, the ωB97M-V functional and the def2-TZVPD basis

Values from the calculation:
frontier orbital gap	8.861	eV
HOMO level	-8.273	eV

Positions of all 12 atoms, in Å:
1 H 1.70 0.72 0.32
2 N -2.58 -0.56 -1.11
3 C 0.99 -0.05 -0.07
4 C -1.88 0.13 -0.51
5 H 0.19 -0.89 -1.52
6 N 0.85 -1.17 0.70
7 H 0.73 -0.98 1.76
8 H -1.35 0.94 1.34
9 H -0.52 1.80 -0.10
10 H 0.11 -1.72 0.34
11 O 0.90 -0.28 -1.39
12 C -0.95 0.87 0.30

Atom charges from the Mulliken analysis, given in e for atoms 1 to 5: number 1, H, carries 0.38; number 2, N, carries -0.46; number 3, C, carries -0.17; number 4, C, carries 0.37; number 5, H, carries 0.36



(two)
Molecular formula: C3H6N2O
Method: DFT, the ωB97M-V functional and the def2-TZVPD basis

Values from the calculation:
frontier orbital gap	10.067	eV
HOMO level	-9.097	eV

Positions of all 12 atoms, in Å:
1 H 2.24 -1.25 0.94
2 N -0.82 0.51 -0.22
3 O 3.12 -1.68 -0.86
4 H 1.05 -0.49 -1.65
5 H -2.14 2.00 0.51
6 C -1.87 0.96 0.69
7 H -1.00 0.63 -1.22
8 C 0.24 -0.10 0.29
9 C 2.26 -1.21 -0.16
10 H -1.45 0.86 1.69
11 H -2.76 0.32 0.62
12 N 1.13 -0.56 -0.63

Atom charges from the Mulliken analysis, given in e for atoms 1 to 5: number 1, H, carries 0.34; number 2, N, carries -0.02; number 3, O, carries -0.53; number 4, H, carries 0.27; number 5, H, carries 0.28



The energy of each structure relative to the most stable one, in eV, is as follows: (one) 1.361; (two) 0.000.



(one)
Molecular formula: C3H6N2O
Method: DFT, the ωB97M-V functional and the def2-TZVPD basis

Values from the calculation:
frontier orbital gap	8.878	eV
HOMO level	-8.175	eV

Positions of all 12 atoms, in Å:
1 C -0.47 1.01 -0.32
2 H -0.42 1.40 -1.36
3 H -0.26 -1.64 -1.10
4 N 2.02 0.17 -0.20
5 C 0.69 0.04 -0.06
6 H -2.14 -0.19 -0.79
7 N -1.42 -0.09 -0.08
8 O 1.60 -0.24 1.30
9 H -0.56 1.87 0.35
10 H 1.68 0.63 1.73
11 H -0.36 -1.85 0.67
12 C -0.35 -1.11 -0.14

Atom charges from the Mulliken analysis, given in e for atoms 1 to 5: number 1, C, carries -0.35; number 2, H, carries 0.23; number 3, H, carries 0.24; number 4, N, carries -0.67; number 5, C, carries 0.65



(two)
Molecular formula: C3H6N2O
Method: DFT, the ωB97M-V functional and the def2-TZVPD basis

Values from the calculation:
frontier orbital gap	10.264	eV
HOMO level	-9.297	eV
SMILES string	C=NNC(C)=O

Positions of all 12 atoms, in Å:
1 H 1.59 -1.24 1.44
2 H -0.01 0.99 -1.26
3 O 1.68 -0.71 -1.36
4 C -1.67 1.79 0.08
5 C 1.00 -1.63 0.61
6 H -0.10 -1.71 0.81
7 C 0.94 -0.65 -0.38
8 H -1.51 2.44 -0.85
9 H -2.42 2.04 0.86
10 H 1.33 -2.51 0.11
11 N 0.10 0.46 -0.40
12 N -0.93 0.74 0.34

Atom charges from the Mulliken analysis, given in e for atoms 1 to 5: number 1, H, carries 0.24; number 2, H, carries 0.28; number 3, O, carries -0.63; number 4, C, carries -0.30; number 5, C, carries -0.70



The energy of each structure relative to the most stable one, in eV, is as follows: (one) 3.775; (two) 0.000.



(one)
Molecular formula: C3H6N2O
Method: DFT, the ωB97M-V functional and the def2-TZVPD basis

Values from the calculation:
frontier orbital gap	10.635	eV
HOMO level	-9.751	eV
SMILES string	C/N=C\NC=O

Positions of all 12 atoms, in Å:
1 H 0.58 1.76 1.32
2 H -1.39 -1.33 -2.03
3 N 0.10 -0.32 1.52
4 C 1.02 0.79 1.55
5 O -0.37 0.07 -3.11
6 C -0.66 -0.50 -2.08
7 H 1.45 0.81 2.55
8 H 1.84 0.59 0.85
9 C -0.30 -0.75 0.40
10 H -0.61 -1.79 0.49
11 H 0.45 0.69 -0.90
12 N -0.13 -0.14 -0.85

Atom charges from the Mulliken analysis, given in e for atoms 1 to 5: number 1, H, carries 0.31; number 2, H, carries 0.31; number 3, N, carries -0.45; number 4, C, carries -0.87; number 5, O, carries -0.53



(two)
Molecular formula: C3H6N2O
Method: DFT, the ωB97M-V functional and the def2-TZVPD basis

Values from the calculation:
frontier orbital gap	10.421	eV
HOMO level	-9.439	eV
SMILES string	[H]/N=C/O/N=C/C

Positions of all 12 atoms, in Å:
1 H -2.70 1.00 -1.06
2 N 0.77 -0.20 -1.16
3 H -0.45 -1.19 0.03
4 H 0.66 -0.23 2.00
5 C 0.48 -0.58 0.01
6 H 1.82 -1.14 1.36
7 N -1.79 0.77 -1.17
8 H 2.01 0.62 0.92
9 C 1.31 -0.24 1.21
10 C -1.53 -0.26 -1.83
11 H -2.22 -0.91 -2.30
12 O -0.26 -0.54 -2.08

Atom charges from the Mulliken analysis, given in e for atoms 1 to 5: number 1, H, carries 0.20; number 2, N, carries -0.35; number 3, H, carries 0.36; number 4, H, carries 0.34; number 5, C, carries 0.15



The energy of each structure relative to the most stable one, in eV, is as follows: (one) 0.000; (two) 2.692.



(one)
Molecular formula: C5H12N2S
Method: DFT, the ωB97M-V functional and the def2-TZVPD basis

Values from the calculation:
frontier orbital gap	9.250	eV
HOMO level	-8.467	eV
SMILES string	C/C(=N/N)SC(C)C

Positions of all 20 atoms, in Å:
1 C 1.26 -0.75 -0.38
2 H 0.73 -0.23 1.66
3 H 1.88 1.33 -0.20
4 H 0.14 2.07 0.15
5 H 1.69 -1.63 -0.89
6 H -1.21 2.62 -0.81
7 H 3.13 0.09 -0.03
8 C -1.29 0.50 -0.29
9 H 1.84 -1.55 1.56
10 H 2.49 0.51 -1.66
11 H 0.16 -1.82 1.28
12 N -2.98 -1.11 -0.33
13 H -1.40 2.36 0.91
14 S -0.28 -0.55 -1.36
15 H -3.77 -1.42 0.24
16 N -2.47 0.12 0.01
17 H -2.21 -1.83 -0.32
18 C 2.24 0.40 -0.57
19 C 0.97 -1.10 1.05
20 C -0.93 1.99 -0.01

Atom charges from the Mulliken analysis, given in e for atoms 1 to 5: number 1, C, carries 0.41; number 2, H, carries 0.33; number 3, H, carries 0.32; number 4, H, carries 0.15; number 5, H, carries 0.30



(two)
Molecular formula: C5H12N2S
Method: DFT, the ωB97M-V functional and the def2-TZVPD basis

Values from the calculation:
frontier orbital gap	8.996	eV
HOMO level	-8.240	eV
SMILES string	C/N=C/N(S)C(C)C

Positions of all 20 atoms, in Å:
1 S 1.64 -0.47 0.45
2 C -1.00 -1.21 -0.10
3 H -1.43 -3.29 -1.01
4 H -1.83 -0.86 -0.79
5 H -0.07 -3.29 0.19
6 C -0.53 -2.60 -0.56
7 H -1.37 -0.21 1.88
8 C -0.36 3.33 -0.75
9 H 1.62 0.86 1.25
10 H -2.39 -1.73 1.41
11 H -1.05 3.80 0.18
12 H 0.45 4.15 -1.18
13 N 0.33 2.13 -0.21
14 H -0.58 -2.10 1.80
15 H -1.13 1.01 -1.22
16 C -1.33 -1.28 1.37
17 N 0.12 -0.23 -0.23
18 H 0.24 -2.35 -1.42
19 C -0.23 0.97 -0.57
20 H -1.16 2.87 -1.55

Atom charges from the Mulliken analysis, given in e for atoms 1 to 5: number 1, S, carries -0.20; number 2, C, carries 0.25; number 3, H, carries 0.28; number 4, H, carries 0.42; number 5, H, carries 0.32



The energy of each structure relative to the most stable one, in eV, is as follows: (one) 0.000; (two) 2.401.



(one)
Molecular formula: C4H6N2O
Method: DFT, the ωB97M-V functional and the def2-TZVPD basis

Values from the calculation:
frontier orbital gap	8.009	eV
HOMO level	-7.258	eV
SMILES string	Nc1c[nH]c(O)c1

Positions of all 13 atoms, in Å:
1 H 0.48 2.07 -0.20
2 C -0.62 -1.10 -0.04
3 C 0.36 1.00 -0.19
4 H -2.24 -0.46 0.40
5 O 2.58 0.23 0.59
6 H 2.80 1.16 0.45
7 N 0.74 -1.16 0.35
8 C 1.29 0.06 0.23
9 N -2.12 0.63 -0.18
10 H -0.89 -1.82 -0.82
11 C -0.83 0.29 -0.27
12 H 1.29 -2.00 0.45
13 H -2.83 1.10 -0.77

Atom charges from the Mulliken analysis, given in e for atoms 1 to 5: number 1, H, carries 0.33; number 2, C, carries -0.79; number 3, C, carries -0.59; number 4, H, carries 0.35; number 5, O, carries -0.51



(two)
Molecular formula: C4H6N2O
Method: DFT, the ωB97M-V functional and the def2-TZVPD basis

Values from the calculation:
frontier orbital gap	9.280	eV
HOMO level	-8.635	eV
SMILES string	OCc1cnc[nH]1

Positions of all 13 atoms, in Å:
1 C -0.01 -0.29 -0.13
2 O -2.24 0.49 0.49
3 H -1.69 1.30 0.47
4 H 1.12 -1.22 -1.88
5 H -1.92 -1.50 -0.06
6 N 2.16 -0.04 -0.51
7 H -1.70 -0.26 -1.41
8 C 1.01 -0.53 -1.07
9 C 1.88 0.45 0.66
10 H -0.18 0.72 1.64
11 N 0.51 0.38 0.91
12 H 2.63 0.97 1.23
13 C -1.57 -0.47 -0.33

Atom charges from the Mulliken analysis, given in e for atoms 1 to 5: number 1, C, carries 0.32; number 2, O, carries -0.57; number 3, H, carries 0.31; number 4, H, carries 0.38; number 5, H, carries 0.27



(three)
Molecular formula: C4H6N2O
Method: DFT, the ωB97M-V functional and the def2-TZVPD basis

Values from the calculation:
frontier orbital gap	7.575	eV
HOMO level	-7.409	eV
SMILES string	NC1=C=CN[C@@H]1O

Positions of all 13 atoms, in Å:
1 H 0.90 -2.04 -1.00
2 H -0.81 0.15 -2.42
3 H -1.58 1.82 0.01
4 C -0.48 0.86 1.55
5 O -0.94 -0.21 -1.54
6 H 0.80 0.87 -1.04
7 C 0.38 -0.23 1.71
8 C 0.53 -0.58 0.38
9 H -0.97 1.41 2.36
10 N -0.75 1.31 0.29
11 H 1.73 -2.18 0.48
12 N 1.28 -1.57 -0.18
13 C -0.09 0.39 -0.61

Atom charges from the Mulliken analysis, given in e for atoms 1 to 5: number 1, H, carries 0.24; number 2, H, carries 0.35; number 3, H, carries 0.24; number 4, C, carries -0.17; number 5, O, carries -0.55



(four)
Molecular formula: C4H6N2O
Method: DFT, the ωB97M-V functional and the def2-TZVPD basis

Values from the calculation:
frontier orbital gap	10.923	eV
HOMO level	-10.037	eV
SMILES string	[H]/N=C/OCCC#N

Positions of all 13 atoms, in Å:
1 C -0.84 -0.17 1.19
2 C -0.38 -1.39 0.54
3 N 1.57 0.10 -0.09
4 H -1.82 -0.43 1.59
5 H -0.20 0.15 2.01
6 H 2.40 -0.46 -0.24
7 N -0.18 -2.31 -0.13
8 H -2.02 1.13 -0.10
9 C 0.86 0.14 -1.14
10 O -0.39 0.63 -1.14
11 H -0.52 1.89 0.49
12 H 1.10 -0.25 -2.13
13 C -0.97 0.96 0.12

Atom charges from the Mulliken analysis, given in e for atoms 1 to 5: number 1, C, carries -0.42; number 2, C, carries 0.38; number 3, N, carries -0.55; number 4, H, carries 0.32; number 5, H, carries 0.25



The energy of each structure relative to the most stable one, in eV, is as follows: (one) 2.085; (two) 0.000; (three) 2.001; (four) 0.297.